[1]
2 unconnected molecules or ions with the total composition C6H14N2Si at a distorted geometry, computed with ωB97M-V with the def2-TZVPD basis set.

The calculation puts the maximum force at 4.84 eV/Å. As for the electronic energy: -17288.9378 eV.

Geometry as ORCA input:
```
! RIJCOSX wB97M-V def2-TZVPD def2/J DEFGRID3
* xyz 2 1
C 10.87856 -0.98359 -0.76554
C 10.10063 0.24032 0.93522
C 10.63014 0.37354 -1.25657
C -5.61451 -1.40194 -1.27890
C -6.93167 -0.93240 1.64625
C -4.92508 1.29813 0.26575
N 10.16140 1.01746 -0.05752
N 10.65728 -1.21563 0.44983
Si -6.00904 -0.23593 0.09242
H 11.29834 -1.83442 -1.37660
H 10.08056 0.67965 1.94264
H 11.53741 1.00379 -1.34342
H 10.10511 0.45789 -2.25066
H -4.80320 -2.10466 -1.01695
H -6.55513 -2.01220 -1.39901
H -5.19762 -0.99125 -2.25929
H -7.64847 -1.75046 1.41120
H -6.34524 -1.40584 2.47484
H -7.71682 -0.21566 2.15387
H -4.98869 1.52502 1.37620
H -3.92400 0.96399 -0.18827
H -5.32331 2.14320 -0.37895
H 10.04034 2.01359 0.08822
*
```

These are the Mulliken partial charges, in e, on atoms 1 to 2: number 1, C, carries 0.05; number 2, C, carries -0.05

***

[2]
2 unconnected molecules or ions with the total composition C6H14N3 at a distorted geometry, computed with ωB97M-V with the def2-TZVPD basis set.

The calculation puts the maximum force at 4.35 eV/Å. As for the electronic energy: -10908.6364 eV.

Geometry as ORCA input:
```
! RIJCOSX wB97M-V def2-TZVPD def2/J DEFGRID3
* xyz 1 1
C -1.76784 -0.52681 1.83854
C 1.23657 -0.18365 0.56231
C -1.79011 -0.35225 0.58463
C -2.44175 1.44010 -1.00836
C 3.59586 0.37322 0.68985
C -2.38437 0.03605 -0.64869
N 2.32739 0.30196 -0.09845
N 0.30156 -0.84310 0.00275
N 0.28770 -1.30257 -1.24205
H -0.77609 -0.84486 2.16333
H -2.72283 -0.45805 2.39778
H 1.11786 0.08873 1.60284
H -1.45807 1.78728 -1.13925
H -3.04395 1.54674 -1.85699
H -2.85625 2.11206 -0.27664
H 3.93279 1.41135 0.73725
H 4.38212 -0.19770 0.23677
H 3.43464 -0.01379 1.65024
H -1.76064 -0.65009 -1.31270
H -3.30315 -0.50556 -0.80315
H 1.17802 -1.07192 -1.65656
H 0.04128 -2.23881 -1.38412
H 2.46924 0.09165 -1.03935
*
```

These are the Mulliken partial charges, in e, on atoms 1 to 2: number 1, C, carries -0.67; number 2, C, carries 0.22

***

[3]
2 unconnected molecules or ions with the total composition C6H14N3 at a distorted geometry, computed with ωB97M-V with the def2-TZVPD basis set.

The calculation puts the maximum force at 5.87 eV/Å. As for the electronic energy: -10907.0609 eV.

Geometry as ORCA input:
```
! RIJCOSX wB97M-V def2-TZVPD def2/J DEFGRID3
* xyz 1 1
C -0.85392 -2.97458 0.32808
C -0.43741 -2.21564 -0.60114
C 2.55109 -0.21150 0.35146
C -0.53163 2.31781 0.11906
C -2.02797 0.30007 -0.20799
C -0.71288 0.92341 -0.51355
N 1.54875 0.20234 -0.36656
N 3.78030 -0.04263 -0.29025
N 0.29822 0.01708 0.00688
H -0.91223 -4.13267 0.14524
H -1.06856 -2.77618 1.42804
H -0.23000 -2.29300 -1.61804
H 2.35080 -0.56468 1.29247
H -1.23385 2.94370 -0.46852
H -0.82842 2.37319 1.23118
H 0.49504 2.77851 0.24252
H -2.01673 0.26798 0.79295
H -2.13852 -0.74966 -0.76732
H -2.93709 0.92331 -0.62488
H -0.61093 0.88402 -1.54009
H 4.41435 -0.75464 0.05248
H 3.75130 0.23723 -1.24203
H -0.00153 -0.25151 0.99647
*
```

These are the Mulliken partial charges, in e, on atoms 1 to 2: number 1, C, carries -0.30; number 2, C, carries -0.36

***

[4]
A molecular structure, C6H14N3 at a distorted geometry, computed with ωB97M-V with the def2-TZVPD basis set.

The calculation puts the maximum force at 3.82 eV/Å. As for the electronic energy: -10908.3343 eV.

Geometry as ORCA input:
```
! RIJCOSX wB97M-V def2-TZVPD def2/J DEFGRID3
* xyz 1 1
C 1.07426 -0.66459 0.67210
C 0.10980 -0.40479 -0.48210
C -1.37755 0.82602 0.11438
C 1.32683 0.16560 -0.49355
C 2.04256 -1.90921 0.88115
C 2.11133 1.23852 -0.98773
N -2.50138 0.09724 -0.10709
N -1.15960 1.12448 1.43180
N -2.88555 -0.20759 -1.42662
H 0.82422 -0.04410 1.54288
H -0.45850 -0.95333 -1.23073
H -1.02924 1.48678 -0.68479
H 3.04218 -1.73038 1.35099
H 2.17378 -2.29991 -0.17523
H 1.59095 -2.81490 1.44848
H 1.73530 1.59823 -1.95906
H 3.16670 1.17750 -0.79289
H 1.78591 2.10185 -0.35901
H -3.12448 -0.28775 0.62726
H -1.24601 0.41542 2.10405
H -0.28905 1.69950 1.60454
H -3.33834 -1.08369 -1.31033
H -3.57411 0.46909 -1.76849
*
```

These are the Mulliken partial charges, in e, on atoms 1 to 2: number 1, C, carries 0.13; number 2, C, carries -0.34

***

[5]
A gas-phase ion, C6H14N3 (charge +1) at a distorted geometry, computed with ωB97M-V with the def2-TZVPD basis set.

The calculation puts the maximum force at 7.27 eV/Å. As for the electronic energy: -10911.9376 eV.

Geometry as ORCA input:
```
! RIJCOSX wB97M-V def2-TZVPD def2/J DEFGRID3
* xyz 1 1
C -1.54560 0.83901 0.99510
C -1.24764 0.43165 -0.45781
C -2.17246 -0.57407 -1.07670
N 0.08528 -0.14950 -0.41495
C 0.46055 -1.40691 0.33999
C 2.02102 -1.40892 0.28137
N 2.31572 0.05099 0.20930
C 1.31997 0.75195 -0.15424
N 1.29711 2.05329 -0.23028
H -1.99017 -0.13571 1.46542
H -0.68537 1.12010 1.55716
H -2.40944 1.54560 1.06750
H -1.09343 1.42675 -1.08453
H -1.93763 -1.63916 -0.86290
H -2.08740 -0.46974 -2.18053
H -3.22456 -0.46954 -0.74004
H -0.14141 -2.17279 -0.12634
H 0.05346 -1.35758 1.44149
H 2.54431 -1.96494 1.04142
H 2.55435 -1.93484 -0.70652
H 3.19989 0.50367 0.41723
H 2.29182 2.39756 -0.23420
H 0.39161 2.56316 -0.54696
*
```

These are the Mulliken partial charges, in e, on atoms 1 to 2: number 1, C, carries -1.30; number 2, C, carries 0.32

***

[6]
A gas-phase ion, C6H14N3 (charge +1) at a distorted geometry, computed with ωB97M-V with the def2-TZVPD basis set.

Its expectation value of S² is 2.01. The calculation puts the maximum force at 7.96 eV/Å. As for the electronic energy: -10907.4653 eV.

Geometry as ORCA input:
```
! RIJCOSX wB97M-V def2-TZVPD def2/J DEFGRID3
* xyz 1 3
C -0.43166 1.49629 0.11901
C 0.63298 0.93284 -0.44240
C -2.73642 0.90026 0.06836
C 3.24705 -1.33523 -0.35451
C -1.17021 -0.43178 1.40669
C 2.45310 -0.39009 -1.21904
N -1.55837 0.67836 0.55073
N -3.89220 0.18359 0.29831
N 1.20315 -0.24658 -0.58370
H -0.57401 2.50862 0.14807
H 1.28345 1.76367 -0.79755
H -2.81096 1.69850 -0.63779
H 2.80351 -2.32336 -0.29706
H 4.28264 -1.30881 -0.72639
H 3.12295 -1.00418 0.62532
H -2.12422 -0.87927 1.75974
H -0.65010 -0.98069 0.67533
H -0.55390 -0.13359 2.15021
H 2.36093 -0.62684 -2.31070
H 3.06747 0.63264 -1.26477
H -4.81425 0.59509 0.22602
H -3.85875 -0.49243 1.03678
H 0.71780 -1.23700 -0.43066
*
```

These are the Mulliken partial charges, in e, on atoms 1 to 2: number 1, C, carries -0.91; number 2, C, carries 0.40

***

[7]
A gas-phase ion, C6H14N3O (charge +1) at a distorted geometry, computed with ωB97M-V with the def2-TZVPD basis set.

The calculation puts the maximum force at 4.65 eV/Å. As for the electronic energy: -12956.7968 eV.

Geometry as ORCA input:
```
! RIJCOSX wB97M-V def2-TZVPD def2/J DEFGRID3
* xyz 1 1
C -1.04490 2.37213 -1.80744
C -0.36483 1.36283 -1.22244
N -0.59707 1.17209 0.13543
C -0.22053 0.22244 0.98089
C -0.14003 0.56660 2.38320
N 0.09794 -1.02255 0.69303
C 0.83120 -1.98097 1.55882
C -0.21552 -1.59656 -0.62441
O 0.84616 0.82917 -1.56444
N 1.32439 0.91283 -2.97495
H -0.59928 2.77626 -2.63342
H -1.83380 2.81594 -1.25685
H -1.27959 1.81929 0.46346
H 0.40837 1.55221 2.58330
H -1.11818 0.69345 2.93433
H 0.45415 -0.22510 3.01975
H 0.27351 -2.33822 2.40849
H 1.20318 -2.80521 1.14233
H 1.75854 -1.56004 1.96376
H 0.61300 -1.61604 -1.29866
H -0.57772 -2.52026 -0.35298
H -1.16357 -1.02657 -1.06377
H 1.50447 1.89842 -3.17144
H 0.59631 0.71844 -3.65100
*
```

These are the Mulliken partial charges, in e, on atoms 1 to 2: number 1, C, carries -1.17; number 2, C, carries 0.74

***

[8]
C6H14N4O2 in the gas phase at a distorted geometry, computed with ωB97M-V with the def2-TZVPD basis set.

The calculation puts the maximum force at 3.70 eV/Å. As for the electronic energy: -16499.6406 eV.

Geometry as ORCA input:
```
! RIJCOSX wB97M-V def2-TZVPD def2/J DEFGRID3
* xyz 0 1
C 1.30855 -2.88308 -0.25428
C -0.17879 -2.56537 -0.29507
N -0.43673 -1.22066 -0.88136
C -1.59491 -0.40041 -0.69305
C -1.58271 0.46128 0.64763
N -0.32423 1.09981 0.88443
C -0.03475 2.42404 0.33657
C 1.38455 2.89473 0.22904
N 0.59248 0.51882 1.62730
O 0.39961 -0.62163 2.02859
N 0.57637 -0.65503 -1.56873
O 0.46443 0.48312 -1.96745
H 1.59875 -3.10267 -1.30153
H 1.95636 -1.98261 0.07342
H 1.39229 -3.63982 0.55994
H -0.58556 -2.50256 0.75424
H -0.73182 -3.30766 -0.86846
H -1.73843 0.26959 -1.55134
H -2.51305 -1.00638 -0.62564
H -2.39853 1.25161 0.59426
H -1.73973 -0.16414 1.51498
H -0.57810 2.41818 -0.62944
H -0.51909 3.16184 1.04526
H 1.96331 2.69883 1.11058
H 1.40411 3.97827 -0.06832
H 1.91563 2.39189 -0.70160
*
```

These are the Mulliken partial charges, in e, on atoms 1 to 2: number 1, C, carries -1.03; number 2, C, carries -0.47